(1)
The following is a DFT calculation (ωB97M-V/def2-TZVPD) of 3 unconnected molecules or ions with the total composition CH8N2O2.

E_LUMO = 0.02229 Ha
Gap between HOMO and LUMO = 0.378 Eh
Max |F| = 0.9 eV/A
DFT total energy = -8241.4660 eV
SMILES = [H]/N=C/N.O.O
Energy relative to the best compared isomer or geometry (same formula, charge and spin) = 0.790 eV

Each line ends with the Löwdin charge.
CARTESIAN COORDINATES (ANGSTROEM)
1 H -2.2681 2.7578 -1.9698  0.0295
2 N -2.3523 1.8298 -1.5728  0.0568
3 C -1.6236 1.7072 -0.5479  -0.3963
4 N -1.4976 0.4838 0.1066  0.0458
5 H -1.0625 2.5188 -0.0752  0.1104
6 H -2.3759 0.0147 0.2810  0.0848
7 H -0.9622 0.5770 0.9584  0.0696
8 O 1.4775 -1.0960 4.8368  -0.0639
9 H 2.2049 -1.7118 4.6948  0.0333
10 H 0.7889 -1.4534 4.2636  0.0305
11 O 2.5859 -2.0909 -3.2934  -0.0605
12 H 2.0322 -1.3426 -3.5630  0.0390
13 H 3.0529 -2.1945 -4.1191  0.0213

=====

(2)
The following is a DFT calculation (ωB97M-V/def2-TZVPD) of a molecular structure, C6H8InLiO6 at a distorted geometry.

E_LUMO (alpha / beta) = -0.14049 / -0.24492 Ha
Gap between HOMO and LUMO (alpha / beta) = 0.319 / 0.189 Eh
Max |F| = 3.8 eV/A
DFT total energy = -24007.1742 eV
2S+1 = 2
Total charge = +1
Energy relative to the best compared isomer or geometry (same formula, charge and spin) = 0.000 eV

Each line ends with the Löwdin charge.
CARTESIAN COORDINATES (ANGSTROEM)
1 O -0.3167 -1.3086 0.5658  -0.4729
2 O 1.9616 0.4337 1.6110  -0.2266
3 C 0.4845 -1.6546 -0.5468  -0.2363
4 C 1.9624 -1.3369 -0.4031  -0.1654
5 O 2.2979 0.0520 -0.5386  -0.0842
6 C 2.3673 0.9144 0.5185  -0.1375
7 H 0.0826 -1.1523 -1.4424  0.1379
8 H 0.4368 -2.7330 -0.7805  0.1372
9 H 2.4983 -1.8396 -1.2188  0.1507
10 H 2.3512 -1.7366 0.5459  0.1212
11 O -1.4647 0.9919 1.1344  -0.0332
12 C -0.9847 2.1269 0.3957  -0.0684
13 C -0.8765 1.5816 -1.0272  -0.0617
14 O -1.7524 0.4470 -1.0014  0.0811
15 C -1.9258 0.0407 0.2597  -0.6166
16 H -1.7151 2.9382 0.4907  0.1502
17 H -0.0167 2.4290 0.8093  0.1284
18 H 0.1387 1.2377 -1.2643  0.1214
19 H -1.2331 2.2781 -1.7912  0.1521
20 O -2.8314 -0.7402 0.5702  0.0265
21 Li -1.9051 -2.3729 0.8646  0.7851
22 In 0.4409 -0.5963 2.2485  1.1111

=====

Q: Which formula does entry 1 have?
A: CH8N2O2